Formula: C4H9N2S
Source: OMol25
Level of theory: ωB97M-V/def2-TZVPD

XYZ file:
```
16
Properties=species:S:1:pos:R:3:forces:R:3
C 2.18226 1.88764 -0.65330 -1.0 0.3 1.2
C -0.33748 -0.79305 -0.55825 -0.6 -2.5 -0.8
C -2.02123 -2.43253 -0.01275 -1.5 2.1 -0.6
C 0.44086 1.57473 1.00807 -4.5 -0.2 -3.1
N -0.78687 -1.79850 0.05811 2.1 1.3 0.9
N 1.29989 1.12544 -0.07150 2.4 0.9 -1.4
S 1.40451 -0.57260 -0.33790 -0.4 0.2 -0.3
H 2.68374 1.51530 -1.58240 -0.2 0.5 1.2
H 2.31737 2.87295 -0.09035 0.1 -1.1 -1.6
H -0.78878 -0.37993 -1.46425 -0.1 0.5 0.2
H -1.86004 -3.43448 0.11435 0.5 -2.9 -0.4
H -2.59254 -2.18365 -0.93701 -0.1 -0.2 0.9
H -2.48804 -2.26524 0.97093 -0.5 0.6 -0.5
H -0.34075 0.68779 1.00943 1.3 2.3 0.8
H -0.11082 2.57605 0.68618 1.3 -2.1 0.9
H 0.99791 1.62010 1.86066 1.2 0.3 2.5
```
Forces are in eV/Å.

Properties
Multiplicity: 1
SMILES string: C=[N+](C)S/C=N/C
HOMO level, eV: -13.71
Charge: +1
ΔE to the lowest compared entry with this formula, charge and spin, kJ/mol: 400.4

=====

Formula: C4H9N2S
Source: OMol25
Level of theory: ωB97M-V/def2-TZVPD

XYZ file:
```
16
Properties=species:S:1:pos:R:3:forces:R:3
C 1.13636 -1.32483 -0.61470 -0.8 2.7 0.9
C 0.70768 0.34108 1.26640 -1.4 -2.4 -0.6
C -1.22128 -0.12455 -0.27812 -1.3 -3.4 0.9
C 0.25201 -0.13106 -0.15126 2.1 -0.7 0.1
N -1.64950 1.14609 -0.04698 -1.8 4.8 -2.6
N -0.55106 2.08784 -1.15455 -4.6 1.1 1.2
S 0.74872 1.42032 -1.18241 1.4 -2.0 0.2
H 2.08051 -0.90098 -0.84872 1.1 0.2 -0.4
H 1.29640 -1.91485 0.21863 0.2 -1.5 1.6
H 0.80884 -1.88445 -1.41435 -1.0 -1.1 -1.8
H 1.75034 0.35187 1.27017 1.8 0.4 0.3
H 0.36691 -0.41889 2.01023 0.3 0.4 -0.6
H 0.24305 1.24301 1.51041 -0.4 1.6 0.5
H -2.71280 1.41699 -0.34524 3.4 -0.8 0.5
H -1.78290 -0.80352 -1.00434 1.1 1.1 0.4
H -1.47328 -0.50407 0.76483 0.0 -0.5 -0.9
```
Forces are in eV/Å.

Properties
Multiplicity: 1
HOMO level, eV: -14.94
Charge: +1
ΔE to the lowest compared entry with this formula, charge and spin, kJ/mol: 549.4

=====

Formula: C4H9N2S
Source: OMol25
Level of theory: ωB97M-V/def2-TZVPD

XYZ file:
```
16
Properties=species:S:1:pos:R:3:forces:R:3
C -2.73772 0.41929 -0.57166 -5.9 1.4 -2.6
C 0.99253 1.16169 0.58453 -2.1 -0.6 0.3
C 2.63591 -0.18517 -0.27244 1.0 -2.8 0.9
C -1.07208 -1.16334 0.18307 -0.6 2.8 1.7
N 1.26673 0.05102 0.03276 1.7 2.3 0.4
N -1.59314 0.29430 -0.02661 8.6 -2.8 3.6
S -0.73625 1.56782 0.61847 -0.9 -0.5 -0.4
H -2.98724 1.40987 -0.76469 -1.2 1.3 -0.7
H -3.36233 -0.42342 -0.75774 -0.3 -0.2 0.1
H 1.56101 1.90521 1.16425 0.2 -0.3 -0.5
H 2.56073 -0.49941 -1.34599 1.0 0.3 0.8
H 2.97464 -1.12182 0.38528 -0.7 1.6 -1.7
H 3.32488 0.61675 0.02550 -0.2 0.0 -0.7
H -1.29186 -1.29363 1.28243 -0.1 -0.9 -1.4
H -0.01544 -0.98594 0.05900 -0.2 -1.3 -0.1
H -1.52036 -1.75323 -0.59617 -0.3 -0.4 0.2
```
Forces are in eV/Å.

Properties
Multiplicity: 3
HOMO level (alpha / beta), eV: -10.78 / -14.90
Charge: +1
ΔE to the lowest compared entry with this formula, charge and spin, kJ/mol: 273.0

=====

Formula: C4H9N3
Source: OMol25
Level of theory: ωB97M-V/def2-TZVPD

XYZ file:
```
16
Properties=species:S:1:pos:R:3:forces:R:3
N -0.55461 0.18528 2.62375 0.2 0.6 0.3
C -0.18626 -0.03146 1.37046 0.5 -1.1 0.6
N 0.94769 0.54045 0.96801 -0.6 0.3 0.2
H -1.35127 -0.30377 2.99373 0.0 0.2 -0.1
H -0.13959 0.90028 3.22494 0.0 -0.3 0.0
H 1.44332 1.19762 1.56191 0.1 0.2 -0.1
H -1.46309 1.15988 -1.67956 0.0 0.0 -0.1
C 1.47914 0.38713 -0.35202 1.1 -0.8 0.2
C -1.17680 0.17534 -1.31693 -0.5 0.1 2.4
C -1.04272 -0.82364 -2.17232 0.0 -0.1 0.1
N 1.83923 -0.70208 -0.87841 -0.6 0.9 -0.3
H 1.49418 -1.51285 -0.37207 0.2 0.0 0.5
H 1.68905 1.32972 -0.84807 0.1 0.0 0.0
H -1.04432 0.03732 -0.04055 -0.4 0.0 -3.9
H -0.73375 -1.80906 -1.84162 0.0 -0.1 0.1
H -1.20021 -0.73015 -3.24123 0.0 0.1 0.0
```
Forces are in eV/Å.

Properties
Multiplicity: 1
HOMO level, eV: -8.08
ΔE to the lowest compared entry with this formula, charge and spin, kJ/mol: 386.5

=====

Formula: C4H9N3
Source: OMol25
Level of theory: ωB97M-V/def2-TZVPD

XYZ file:
```
16
Properties=species:S:1:pos:R:3:forces:R:3
C 1.52433 0.68243 1.67381 0.0 0.7 -0.7
C 0.24142 0.07964 -0.25906 0.5 0.3 3.4
C -1.14245 -0.40665 -0.55792 -0.5 1.9 -0.6
N 1.32733 -0.17649 -1.05529 -0.7 -0.3 -0.1
N -1.94436 -0.17486 0.57674 -1.3 -1.7 -1.1
C -1.62966 -0.63143 -1.79265 0.3 -0.4 0.8
N 0.26037 0.62460 0.95556 1.4 -1.3 -1.7
H 1.21660 -0.92442 -1.72860 0.3 0.3 0.1
H 2.25652 0.06568 -0.74171 -0.3 -0.2 0.0
H -2.54678 0.63700 0.45481 0.4 -0.6 0.7
H -1.45357 -0.38801 1.45101 -0.7 1.2 -0.7
H 2.24059 1.29812 1.12124 0.4 0.1 0.3
H 1.95806 -0.30898 1.84153 0.0 -0.1 -0.2
H 1.35943 1.13964 2.65362 0.0 0.0 -0.2
H -0.99341 -0.62835 -2.66690 0.0 0.2 0.0
H -2.67441 -0.88793 -1.92619 0.1 0.0 0.0
```
Forces are in eV/Å.

Properties
Multiplicity: 1
SMILES string: C=C(N)/C(N)=N/C
HOMO level, eV: -8.06
ΔE to the lowest compared entry with this formula, charge and spin, kJ/mol: 173.7

=====

Formula: C4H9N3
Source: OMol25
Level of theory: ωB97M-V/def2-TZVPD

XYZ file:
```
16
Properties=species:S:1:pos:R:3:forces:R:3
C 0.54699 -0.45675 -0.18648 -2.8 0.0 -0.7
C 0.81604 -1.84250 0.36286 -0.3 0.3 0.0
N -0.07090 2.26586 0.13520 -1.8 -0.7 -0.2
C 1.13620 1.73905 0.37081 0.6 -1.5 0.4
C -1.97432 -0.57623 -0.65996 0.1 -0.5 -0.4
N 1.42866 0.48087 0.30446 0.6 1.6 0.4
N -1.14888 -0.12155 0.16476 2.3 -1.3 0.3
H 0.53475 -0.44344 -1.28936 0.0 -0.1 0.1
H -0.85312 1.51212 0.15175 1.4 2.0 0.2
H -0.26740 3.18383 0.50551 0.0 -0.2 -0.1
H 1.93303 2.40740 0.68706 -0.1 0.1 -0.1
H 0.64160 -1.84292 1.43666 0.0 0.0 0.1
H 1.85601 -2.10692 0.17472 0.0 0.1 0.0
H 0.16804 -2.57637 -0.10724 -0.1 -0.1 0.0
H -1.71945 -0.95298 -1.66501 0.2 -0.2 0.2
H -3.02724 -0.66948 -0.38574 -0.1 0.5 -0.1
```
Forces are in eV/Å.

Properties
Multiplicity: 1
SMILES string: C=N[C@H](C)/N=C\N
HOMO level, eV: -8.49
ΔE to the lowest compared entry with this formula, charge and spin, kJ/mol: 200.1

=====

Formula: C4H9N3
Source: OMol25
Level of theory: ωB97M-V/def2-TZVPD

XYZ file:
```
16
Properties=species:S:1:pos:R:3:forces:R:3
N 0.40033 0.11819 -1.99961 0.0 0.0 0.1
C -0.67289 0.23921 -1.05794 0.1 0.7 0.7
N -1.07790 -1.01011 -0.41243 0.0 -0.1 0.9
H 0.36870 0.84834 -2.69982 0.0 0.0 0.0
H 1.28942 0.18017 -1.50706 0.0 0.1 0.0
H -0.56115 -1.82182 -0.74094 0.0 0.1 0.0
H -1.53633 0.73584 -1.50634 0.1 0.0 -0.2
C -0.34043 0.86760 0.41560 -1.1 -0.7 -1.0
C -0.66769 -0.50197 0.97476 -0.7 -0.3 -1.7
C 0.67401 -0.95373 1.41510 0.9 0.9 0.0
N 1.05975 0.97367 0.68195 0.4 -0.4 0.2
H 1.30100 1.91106 1.00255 0.1 -0.3 0.6
H -0.99986 1.68887 0.70273 0.2 0.1 0.0
H -1.45890 -0.59839 1.71648 0.1 -0.1 0.1
H 1.48316 -1.09258 0.71499 -0.5 -0.5 -0.2
H 0.73877 -1.58434 2.29999 0.3 0.5 0.4
```
Forces are in eV/Å.

Properties
Multiplicity: 1
HOMO level (alpha / beta), eV: -8.46 / -8.19
ΔE to the lowest compared entry with this formula, charge and spin, kJ/mol: 486.4

=====

Formula: C4H9N3
Source: OMol25
Level of theory: ωB97M-V/def2-TZVPD

XYZ file:
```
16
Properties=species:S:1:pos:R:3:forces:R:3
C 1.65198 1.37457 -0.48085 0.4 -0.2 0.6
C 0.36061 0.60143 -0.48386 -1.5 0.5 -0.6
C -1.71085 -0.10720 -0.90894 -0.5 0.9 0.1
C -1.19620 -0.92919 0.26701 0.7 -0.1 0.2
H 1.90504 1.70127 0.55777 -0.3 -0.1 -0.8
H 1.54493 2.24632 -1.14601 0.2 -0.5 0.3
H 2.51377 0.72004 -0.76600 -0.8 0.5 0.0
H -2.67846 0.34390 -0.64094 0.2 -0.1 -0.3
H -1.85320 -0.67305 -1.84825 0.2 0.1 0.5
H -1.42306 -2.00162 0.15084 0.3 0.4 0.3
H -1.56592 -0.55413 1.24234 -0.2 -0.2 -0.3
H 0.55179 -0.56767 2.21996 0.0 0.2 -0.4
H 1.31306 -1.75503 1.39237 0.1 0.5 0.1
N -0.71603 0.97706 -1.12986 1.7 -1.2 1.0
N 0.25146 -0.61007 0.23270 -0.8 0.5 -1.4
N 1.05107 -0.76662 1.34170 0.4 -1.0 1.0
```
Forces are in eV/Å.

Properties
Multiplicity: 1
SMILES string: CC1=NCCN1N
HOMO level, eV: -8.50
ΔE to the lowest compared entry with this formula, charge and spin, kJ/mol: 129.0

=====

Formula: C4H9N3
Source: OMol25
Level of theory: ωB97M-V/def2-TZVPD

XYZ file:
```
16
Properties=species:S:1:pos:R:3:forces:R:3
C 1.23910 -0.13215 0.43523 2.1 2.1 -2.1
C 0.35962 1.11686 0.19910 1.6 3.4 0.5
C -0.00452 -0.94981 0.27253 -1.0 -0.2 2.4
C -2.12427 0.46298 -0.27078 -0.1 -5.4 2.0
H 2.71916 -1.10423 -0.57425 1.5 -3.7 -0.5
H 2.08301 0.16089 -1.49472 0.7 -1.3 2.0
H 1.78990 0.02817 1.30998 0.0 -0.8 2.0
H 0.33603 1.75234 1.14859 -0.7 -1.0 -0.7
H 0.74049 2.00647 -0.51746 -1.0 -2.5 0.5
H 0.06661 -1.67275 -0.46060 0.0 -1.7 -1.7
H -0.42877 -1.37408 1.19027 0.3 -0.4 0.1
H -2.28973 1.47715 -0.39436 -0.7 1.9 -0.3
H -2.96526 -1.35667 -0.10290 1.1 -2.0 0.4
N 2.36620 -0.23417 -0.53281 -3.1 4.7 -1.6
N -0.73852 0.22291 -0.05509 -2.9 1.4 -1.8
N -3.14906 -0.40390 -0.15274 2.2 5.3 -1.3
```
Forces are in eV/Å.

Properties
Multiplicity: 1
SMILES string: [H]/N=C\N1CC(N)C1
HOMO level, eV: -8.59
ΔE to the lowest compared entry with this formula, charge and spin, kJ/mol: 293.3

=====

Formula: C4H9N3
Source: OMol25
Level of theory: ωB97M-V/def2-TZVPD

XYZ file:
```
16
Properties=species:S:1:pos:R:3:forces:R:3
C 2.34833 -0.75432 -0.10912 -2.5 1.5 -0.8
C 0.33676 0.53789 0.06843 0.0 -0.7 -1.1
C -0.44228 1.73196 0.12300 0.9 5.0 -0.2
C -1.67772 -0.93460 0.00110 1.7 1.4 0.8
H 2.23035 -1.05781 1.00561 0.5 0.2 -2.0
H 3.37923 -0.54643 -0.43996 -0.6 -0.3 0.5
H 1.82836 -1.43748 -0.85626 1.1 0.0 1.1
H -1.25369 1.82685 0.86293 0.2 -0.4 -0.9
H 0.31646 2.57254 0.37189 -1.1 -1.3 0.0
H -0.64125 2.07573 -0.91948 -0.9 -0.5 0.8
H 0.28936 -1.40452 0.38613 -0.1 -0.6 0.0
H -1.91063 -1.93740 0.19938 -0.1 -1.6 0.4
H -3.48639 -0.53027 -0.29597 1.5 0.7 -0.6
N 1.53184 0.56915 -0.32092 3.1 -1.1 1.5
N -0.32514 -0.62601 0.28775 -1.7 -2.0 0.4
N -2.52357 -0.08527 -0.36452 -2.2 -0.1 0.1
```
Forces are in eV/Å.

Properties
Multiplicity: 1
SMILES string: [H]/N=C/N/C(C)=N\C
HOMO level, eV: -8.76
ΔE to the lowest compared entry with this formula, charge and spin, kJ/mol: 184.4

=====

Formula: C4H9N3
Source: OMol25
Level of theory: ωB97M-V/def2-TZVPD

XYZ file:
```
16
Properties=species:S:1:pos:R:3:forces:R:3
C 1.79419 0.59142 -0.63348 0.0 0.2 0.2
N 0.34384 0.57425 -0.43291 -0.6 0.0 -0.4
C -0.20694 -0.47097 0.17787 -0.2 0.6 1.1
N 2.62025 0.55777 0.55985 0.0 0.0 0.0
C -1.75209 -0.01913 0.32252 -0.5 -1.3 -0.3
C -2.59860 -0.25684 -0.71905 0.4 0.5 0.4
N 0.29129 -1.43191 0.85352 -0.1 -0.2 -0.5
H -1.03550 1.01732 -0.00796 1.2 0.1 -0.4
H -0.36057 -2.17585 1.07784 0.0 0.1 0.0
H 2.40847 1.34859 1.15842 0.0 -0.1 0.0
H 2.42587 -0.28861 1.08512 0.0 0.1 0.0
H 2.02282 1.49987 -1.19270 0.0 0.0 0.0
H 2.07512 -0.26009 -1.26394 -0.1 0.0 0.1
H -2.14586 -0.06299 1.33507 0.0 0.1 0.0
H -3.66556 -0.39018 -0.58717 0.0 0.1 0.0
H -2.21673 -0.23264 -1.73302 0.1 -0.2 0.0
```
Forces are in eV/Å.

Properties
Multiplicity: 1
HOMO level (alpha / beta), eV: -8.40 / -8.40
ΔE to the lowest compared entry with this formula, charge and spin, kJ/mol: 450.5

=====

Formula: C4H9N3
Source: OMol25
Level of theory: ωB97M-V/def2-TZVPD

XYZ file:
```
16
Properties=species:S:1:pos:R:3:forces:R:3
C 1.59584 -1.13542 0.73858 0.0 0.1 0.4
C 0.51068 -0.47974 -0.06804 -2.1 -3.3 -0.1
N -0.61670 1.89744 0.66797 0.5 -0.7 0.4
N -1.69868 -0.66933 -1.07904 -0.7 1.1 -0.8
C 0.41675 1.67184 -0.21820 -0.3 1.6 -2.5
C -0.72513 -1.04510 -0.18834 2.0 -0.8 0.8
N 0.86268 0.61687 -0.83293 0.4 2.1 2.0
H -1.08159 1.10163 1.09345 0.1 0.1 -0.4
H -1.20430 2.69943 0.47367 0.5 -0.2 0.2
H -1.31522 -0.01092 -1.76121 -0.5 -0.4 0.0
H -2.21200 -1.44782 -1.48312 0.2 0.4 0.0
H 0.80726 2.63664 -0.58799 -0.2 -0.3 0.0
H -0.99491 -1.92492 0.39211 0.3 0.1 0.0
H 1.32878 -2.15048 1.05071 -0.1 0.2 0.0
H 1.80377 -0.55080 1.64099 0.2 0.0 0.0
H 2.52278 -1.20932 0.16139 -0.2 0.1 0.0
```
Forces are in eV/Å.

Properties
Multiplicity: 1
SMILES string: CC(=C/N)/N=C\N
HOMO level, eV: -7.35
ΔE to the lowest compared entry with this formula, charge and spin, kJ/mol: 130.4

=====

Formula: C4H9N3
Source: OMol25
Level of theory: ωB97M-V/def2-TZVPD

XYZ file:
```
16
Properties=species:S:1:pos:R:3:forces:R:3
C 1.46910 0.45417 0.30266 0.0 0.5 -0.2
N 0.11745 0.02411 -0.07053 -0.1 -6.4 -0.3
C -0.99544 0.53746 0.46390 -0.8 6.7 -0.3
N -0.81293 2.10993 0.40139 -0.5 -1.5 0.5
C -0.08800 -1.53413 -0.24127 0.8 1.8 0.0
C 0.53096 -2.25505 -1.17106 -0.1 0.7 0.2
N -2.12159 0.11841 0.85448 0.7 -1.1 -0.2
H -1.60098 2.56746 -0.04689 -0.2 -0.5 0.3
H -0.00678 2.50196 -0.07554 0.2 -0.7 0.1
H -2.72905 0.88927 1.12669 0.3 -0.1 -0.2
H -0.78897 -2.00343 0.44660 0.0 0.5 -0.1
H 1.86476 1.07765 -0.50193 0.2 0.0 0.1
H 1.47466 1.03065 1.23232 -0.1 -0.1 -0.1
H 2.14008 -0.39987 0.43153 -0.4 0.0 -0.1
H 1.24401 -1.80854 -1.85481 -0.1 0.0 0.0
H 0.30273 -3.31007 -1.29753 0.1 0.2 0.2
```
Forces are in eV/Å.

Properties
Multiplicity: 1
SMILES string: [H]/N=C(\N)N(C)C=C
HOMO level, eV: -9.06
ΔE to the lowest compared entry with this formula, charge and spin, kJ/mol: 219.1

=====

Formula: C4H9N3
Source: OMol25
Level of theory: ωB97M-V/def2-TZVPD

XYZ file:
```
16
Properties=species:S:1:pos:R:3:forces:R:3
C 0.63233 0.07416 0.85813 0.5 -0.6 -0.5
N 1.26205 1.02283 0.09208 -0.1 0.4 0.1
C 0.37699 -1.26698 0.20031 1.1 0.3 1.0
C 1.08581 -1.74945 -0.81140 -0.5 0.2 -0.3
N 0.41545 0.14455 2.10650 -0.8 -0.2 0.3
H 1.19096 0.95074 -0.90771 -0.1 0.2 0.0
H 1.34999 1.95704 0.48472 0.0 -0.5 -0.3
H 0.61638 1.05152 2.51792 0.3 0.1 -0.1
H -0.17234 -1.93080 0.85216 -0.3 0.0 -0.1
H 1.69325 -1.12786 -1.44870 0.3 0.1 0.1
H 1.02169 -2.78534 -1.09923 -0.1 -0.2 0.0
C -1.99674 1.10092 -0.44543 0.3 0.4 1.5
N -1.82572 0.25788 -1.34751 0.4 -1.9 -0.7
H -1.60422 -0.70876 -0.97572 -0.5 1.4 -0.4
H -2.11855 2.14865 -0.71520 -0.3 0.0 0.0
H -1.92734 0.86090 0.63907 -0.2 0.2 -0.5
```
Forces are in eV/Å.

Properties
Multiplicity: 1
SMILES string: [H]/N=C(\N)C=C.C=N
HOMO level, eV: -9.41
ΔE to the lowest compared entry with this formula, charge and spin, kJ/mol: 188.6

=====

Formula: C4H9N3
Source: OMol25
Level of theory: ωB97M-V/def2-TZVPD

XYZ file:
```
16
Properties=species:S:1:pos:R:3:forces:R:3
C -0.23280 -1.00479 -2.51268 1.0 2.3 1.4
C 0.19105 1.61321 1.17530 -1.4 -0.2 0.9
C 0.67586 -0.24868 -0.19092 -4.7 1.2 1.0
C -1.48374 -0.10212 1.06945 -3.3 -0.4 0.8
N 0.19968 -0.38109 -1.50047 -0.1 -0.7 -1.0
N 1.88389 -0.40259 0.27520 4.6 -2.0 -3.7
N -0.23996 0.50680 0.72668 2.6 -0.9 -3.4
H -0.36355 -2.03192 -2.47546 0.2 -2.7 0.2
H -0.51933 -0.57398 -3.46335 -0.3 0.8 -0.1
H -0.42846 2.00746 1.93670 -0.3 1.0 0.8
H 1.06831 2.09856 0.83329 0.8 0.3 -0.3
H -1.69247 -1.13709 0.76952 1.3 0.0 -0.1
H -2.38997 0.38085 0.58954 1.2 0.3 0.8
H -1.53724 -0.08982 2.16905 -0.4 0.1 -0.4
H 2.63321 -0.72549 -0.46697 -1.6 0.8 2.2
H 2.23552 0.09068 1.06514 0.2 0.0 0.9
```
Forces are in eV/Å.

Properties
Multiplicity: 3
HOMO level (alpha / beta), eV: -16.23 / -21.28
Charge: +2
ΔE to the lowest compared entry with this formula, charge and spin, kJ/mol: 175.5